[1]
# C18H19BBaN6

C18H19BBaN6 as an isolated structure in a non-equilibrium geometry (ωB97M-V/def2-TZVPD, the Open Molecules 2025 dataset).

ORCA input file:
```
! wB97M-V def2-TZVPD RIJCOSX def2/J DEFGRID3
* xyz 0 1
H 1.780 -2.106 1.145
N -0.325 -1.812 1.237
B -2.756 -1.865 1.888
N -1.294 -2.322 2.060
C -0.750 -3.180 2.933
Ba -0.809 -0.127 -0.891
H -1.370 -3.687 3.670
C 0.615 -3.231 2.694
H 1.345 -3.821 3.215
C 0.858 -2.349 1.625
H -3.494 -2.451 2.559
C -1.263 0.896 -2.669
H -1.011 1.370 -3.666
H -1.821 1.810 -2.195
H -2.137 0.250 -2.970
N -3.219 -2.233 0.416
N -2.845 -0.335 2.080
N -2.533 -1.584 -0.753
N -2.146 0.519 1.266
C -4.116 -3.031 -0.136
C -3.566 0.369 2.967
H -4.667 -3.544 0.537
H -4.187 -0.146 3.694
C -4.043 -2.968 -1.503
C -3.320 1.723 2.742
C -3.054 -2.094 -1.904
C -2.421 1.771 1.677
H -4.654 -3.529 -2.172
H -3.737 2.546 3.282
H -2.680 -1.754 -2.921
H -1.980 2.642 1.185
H 0.858 0.413 -1.832
C 1.691 0.731 -1.174
C 2.824 1.442 -1.014
C 4.057 2.111 -1.188
C 5.068 1.465 -1.942
C 6.278 2.117 -2.276
C 6.481 3.431 -1.819
C 5.516 4.100 -1.045
C 4.309 3.428 -0.724
H 4.870 0.448 -2.283
H 7.018 1.598 -2.884
H 7.417 3.948 -2.079
H 5.677 5.122 -0.701
H 3.538 3.919 -0.133
*
```

- HOMO level (eV) = -6.9
- E_tot (eV) = -29278.2949

---

[2]
# C18H19BCaN6

C18H19BCaN6 as an isolated structure in a non-equilibrium geometry (ωB97M-V/def2-TZVPD, the Open Molecules 2025 dataset).

ORCA input file:
```
! wB97M-V def2-TZVPD RIJCOSX def2/J DEFGRID3
* xyz 0 1
H -0.135 2.796 0.550
N 0.162 1.586 -1.153
B 0.705 0.674 -3.440
N 0.645 1.853 -2.423
C 0.947 3.159 -2.542
Ca -0.931 -0.816 -0.454
H 1.335 3.544 -3.478
C 0.666 3.777 -1.321
H 0.786 4.814 -1.076
C 0.187 2.751 -0.481
H 1.085 1.054 -4.516
C -1.590 -2.900 -0.804
H -1.978 -2.980 0.368
H -0.573 -3.172 -0.867
H -2.395 -2.696 -1.473
N -0.751 0.066 -3.507
N 1.650 -0.415 -2.856
N -1.434 -0.359 -2.318
N 1.311 -1.068 -1.676
C -1.519 -0.043 -4.591
C 2.827 -0.879 -3.322
H -1.135 0.297 -5.577
H 3.235 -0.474 -4.240
C -2.748 -0.580 -4.198
C 3.286 -1.860 -2.443
C -2.679 -0.747 -2.810
C 2.309 -1.942 -1.428
H -3.622 -0.819 -4.851
H 4.191 -2.429 -2.526
H -3.425 -1.179 -2.156
H 2.293 -2.578 -0.551
H -1.265 0.289 1.081
C -0.550 -0.148 1.929
C -0.302 0.102 3.056
C -0.129 0.201 4.408
C -1.126 0.807 5.174
C -1.072 0.725 6.558
C -0.001 0.051 7.181
C 1.013 -0.529 6.388
C 0.947 -0.442 5.005
H -1.963 1.308 4.685
H -1.853 1.172 7.167
H 0.044 -0.019 8.273
H 1.838 -1.047 6.871
H 1.717 -0.908 4.385
*
```

- HOMO level (eV) = -6.0
- E_tot (eV) = -47026.0922

---

[3]
# C18H19BF2N5O7PdS2

C18H19BF2N5O7PdS2 as an isolated structure in a non-equilibrium geometry (ωB97M-V/def2-TZVPD, the Open Molecules 2025 dataset).

ORCA input file:
```
! wB97M-V def2-TZVPD RIJCOSX def2/J DEFGRID3
* xyz -1 1
Pd 0.557 -0.262 -0.044
C -3.112 0.918 -1.008
C -2.002 1.878 -1.292
N -0.753 1.582 -1.182
C 0.073 2.641 -1.453
C -0.565 3.781 -1.810
S -2.258 3.527 -1.781
C 1.517 2.415 -1.265
C 2.517 3.313 -1.385
S 4.011 2.584 -0.983
C 3.220 1.091 -0.667
N 1.939 1.152 -0.872
C 3.932 -0.128 -0.200
H -2.679 0.016 -0.581
H -3.655 0.662 -1.919
H -3.819 1.342 -0.296
H -0.143 4.743 -2.062
H 2.459 4.355 -1.661
H 5.013 0.000 -0.242
H 3.632 -0.972 -0.820
H 3.617 -0.344 0.824
O 1.397 -5.723 5.274
N 1.498 -4.507 5.256
O 2.095 -3.872 6.109
C 0.919 -3.775 4.143
C 0.261 -4.462 3.158
C -0.292 -3.791 2.080
C -0.199 -2.365 1.941
O -0.692 -1.689 0.997
C 0.512 -1.724 3.030
C 1.062 -2.380 4.076
N 0.701 -0.315 2.838
O 0.661 0.531 4.048
O 1.741 -0.109 1.998
N -0.960 -4.623 1.080
O -1.448 -4.094 0.104
O -0.876 -5.841 1.204
H 0.164 -5.533 3.219
H 1.580 -1.839 4.855
F -0.364 1.832 2.224
B -0.395 0.752 3.082
F -1.681 0.404 3.420
C 1.580 -0.602 -3.646
C 0.321 -1.174 -3.003
C -0.184 -2.348 -3.852
C 0.526 -1.645 -1.569
H 1.376 -0.233 -4.657
H 2.349 -1.380 -3.721
H 1.985 0.222 -3.062
H -0.455 -0.403 -3.008
H 0.566 -3.146 -3.877
H -0.383 -2.035 -4.883
H -1.101 -2.767 -3.433
H 1.457 -2.210 -1.458
H -0.310 -2.257 -1.240
*
```

- HOMO level (eV) = -4.6
- E_tot (eV) = -72017.2690